(1)
14
Properties=species:S:1:pos:R:3 method="wB97M-V/def2-TZVPD" total_charge=0 smiles="[H]/N=c1/[nH]nc(C)n1S" fmax_ev_per_a=5.7 lumo_energy_ev=0.49
C -1.720 1.009 -0.140
C -0.299 0.702 -0.113
C 1.512 -0.562 -0.153
H -2.390 0.427 0.545
H -1.912 2.135 0.254
H -1.901 0.829 -1.214
H 2.749 1.205 0.126
H 1.611 -2.410 0.208
H -1.433 -1.663 1.073
N 0.664 1.476 0.080
N 1.814 0.849 -0.309
N 2.181 -1.673 -0.029
N 0.041 -0.544 -0.133
S -0.917 -1.781 -0.194

(2)
65
Properties=species:S:1:pos:R:3 method="wB97M-V/def2-TZVPD" total_charge=0 fmax_ev_per_a=3.9 lumo_energy_ev="0.41 / -0.24"
P -0.263 -1.593 -2.629
P 1.068 1.844 -0.548
C 0.463 0.102 -2.801
C 1.553 0.587 -1.841
H -0.374 0.798 -2.943
H 0.952 -0.039 -3.775
H 2.096 -0.239 -1.337
H 2.332 1.131 -2.412
C -0.565 2.420 -1.082
H -1.196 2.828 -0.281
H -1.109 1.559 -1.480
H -0.428 3.183 -1.861
C 2.198 3.240 -0.893
H 2.110 3.438 -1.974
H 3.248 2.999 -0.663
H 1.939 4.173 -0.360
C -1.028 -1.801 -4.367
H -1.383 -2.823 -4.533
H -0.266 -1.587 -5.120
H -1.835 -1.098 -4.588
C 1.281 -2.379 -3.474
H 2.194 -1.951 -3.049
H 1.338 -2.170 -4.552
H 1.292 -3.473 -3.367
Cd 1.864 1.083 1.403
C -2.247 -0.640 -0.864
C -2.278 -1.120 -2.187
C -3.272 -2.309 -2.291
C -2.570 -3.512 -1.690
C -1.139 -3.524 -2.099
C -0.157 -2.862 -1.269
C -0.545 -2.357 0.127
C -1.732 -1.355 0.310
C 3.111 -0.220 2.566
H -2.638 0.374 -0.668
H -2.440 -0.283 -2.890
H -3.578 -2.508 -3.327
H -4.208 -2.119 -1.739
H -2.676 -3.504 -0.585
H -2.990 -4.448 -2.088
H -0.844 -4.299 -2.817
H 0.858 -3.300 -1.243
H 0.353 -1.858 0.538
H -0.778 -3.264 0.713
H -2.510 -1.821 0.950
H -1.338 -0.573 0.987
H 3.798 0.318 3.249
H 3.698 -0.750 1.802
H 2.544 -0.954 3.139
C -1.220 1.795 3.565
Si 0.473 2.262 4.234
C 0.500 3.677 5.485
C 1.141 0.760 5.150
C 1.436 2.867 2.741
H -1.859 1.374 4.353
H -1.150 1.039 2.768
H -1.738 2.664 3.141
H 0.244 3.310 6.489
H 1.509 4.115 5.538
H -0.193 4.491 5.230
H 0.784 -0.198 4.750
H 2.235 0.713 5.167
H 0.795 0.821 6.194
H 0.823 3.506 2.082
H 2.318 3.457 3.020

(3)
12
Properties=species:S:1:pos:R:3 method="wB97M-V/def2-TZVPD" total_charge=0 fmax_ev_per_a=5.0 lumo_energy_ev=-0.51
C 2.261 -0.458 0.151
C 0.654 0.043 -0.064
C -2.036 0.683 -0.551
C -2.179 -0.458 0.364
H 2.128 -0.770 1.268
H 2.185 -1.672 -0.796
H 3.384 0.350 -0.116
H -3.054 0.863 -1.132
N -1.263 1.748 -0.448
N -2.127 -1.275 1.232
O -0.078 -0.615 -0.743
S 0.125 1.561 0.835

(4)
21
Properties=species:S:1:pos:R:3 method="wB97M-V/def2-TZVPD" total_charge=0 fmax_ev_per_a=3.8 lumo_energy_ev=0.54
C -0.650 0.280 -0.684
C -0.776 1.069 0.640
C 0.706 -0.455 -0.669
C -0.177 0.185 1.725
C 1.922 0.434 -0.901
N -0.754 -0.905 2.172
O -1.732 -0.634 -0.695
O -0.706 1.092 -1.835
H -1.617 -1.235 -1.442
H -1.558 1.546 -1.839
H -0.054 -2.109 1.268
H -1.621 -1.108 1.672
H -1.829 1.288 0.828
H -0.209 1.993 0.544
H 0.683 -1.228 -1.438
H 0.760 -0.546 0.593
H 0.539 0.648 2.401
H 0.380 -2.260 0.541
H 2.037 1.154 -0.094
H 1.833 0.970 -1.843
H 2.823 -0.176 -0.943

(5)
70
Properties=species:S:1:pos:R:3 method="wB97M-V/def2-TZVPD" total_charge=-1 multiplicity=2 fmax_ev_per_a=4.2 lumo_energy_ev="2.19 / 2.59"
Ru -0.253 -0.114 0.686
O -0.968 -2.328 0.117
S 0.087 -2.609 -0.869
O -0.338 -3.272 -2.078
O 0.928 -1.422 -1.108
C 1.301 -3.709 -0.137
C 1.611 -4.857 -0.851
C 2.662 -5.671 -0.455
C 3.414 -5.338 0.658
C 3.115 -4.192 1.381
C 2.069 -3.364 0.990
S 1.814 -1.893 1.997
O 0.408 -1.900 2.427
O 2.711 -2.084 3.126
O 2.108 -0.694 1.194
H 1.021 -5.083 -1.728
H 2.907 -6.555 -1.033
H 4.239 -5.968 0.968
H 3.690 -3.906 2.249
C -0.642 4.618 1.409
C -0.884 3.175 1.017
S 0.533 2.161 1.001
C -2.082 2.717 0.716
C -3.302 3.616 0.666
S -2.387 1.044 0.348
H 0.415 4.777 1.628
H -1.218 4.876 2.303
H -0.936 5.310 0.611
H -3.457 4.127 1.622
H -4.193 3.026 0.444
H -3.196 4.378 -0.113
C 0.395 -0.959 -5.320
C 1.074 -0.656 -4.002
O 0.518 0.547 -3.453
P -0.197 0.734 -1.988
O -1.001 2.080 -2.410
C -0.297 3.327 -2.384
C -0.447 4.004 -3.729
O -1.430 -0.302 -2.157
C -2.479 -0.149 -3.111
C -3.044 -1.524 -3.397
H 0.827 -1.868 -5.747
H 0.517 -0.137 -6.028
H -0.671 -1.130 -5.164
H 2.142 -0.489 -4.154
H 0.946 -1.489 -3.319
H 0.760 3.168 -2.153
H -0.724 3.936 -1.586
H 0.010 3.394 -4.509
H 0.030 4.987 -3.715
H -1.506 4.127 -3.967
H -2.095 0.336 -4.010
H -3.234 0.502 -2.664
H -2.319 -2.139 -3.931
H -3.968 -1.445 -3.973
H -3.245 -2.025 -2.449
C 2.063 0.948 4.132
As 0.335 0.142 4.392
C 0.379 -1.461 5.460
C -0.263 1.363 5.786
S -1.279 0.424 3.042
H 2.419 1.224 5.124
H 1.895 1.825 3.510
H 2.760 0.275 3.644
H 0.576 -1.174 6.490
H 1.145 -2.136 5.087
H -0.601 -1.923 5.371
H 0.363 1.307 6.678
H -1.293 1.118 6.039
H -0.239 2.373 5.378

(6)
19
Properties=species:S:1:pos:R:3 method="wB97M-V/def2-TZVPD" total_charge=0 fmax_ev_per_a=3.1 lumo_energy_ev=0.59
C -0.821 -0.526 1.360
C -0.842 1.483 0.028
C -0.921 -0.700 -1.214
N -0.363 0.108 0.127
C 1.790 -0.338 -0.984
C 1.513 0.171 0.231
N 2.238 -1.256 -1.688
N 2.025 0.686 1.255
H 2.474 -2.132 -1.215
H 1.800 1.660 1.461
H -1.914 -0.584 1.390
H -0.408 -1.531 1.421
H -0.479 0.047 2.223
H -0.490 1.910 -0.910
H -0.433 2.065 0.859
H -1.937 1.531 0.058
H -0.674 -0.195 -2.142
H -2.006 -0.679 -1.067
H -0.551 -1.720 -1.191

(7)
16
Properties=species:S:1:pos:R:3 method="wB97M-V/def2-TZVPD" total_charge=0 smiles=Cc1cc[nH]c1C fmax_ev_per_a=0.3 lumo_energy_ev=1.06
C -1.324 1.514 -0.059
C -0.119 0.637 -0.081
C 0.068 -0.713 0.114
C -0.965 -1.764 0.396
C 1.463 -0.948 -0.021
C 2.086 0.240 -0.301
N 1.106 1.193 -0.334
H -2.117 1.104 -0.691
H -1.064 2.504 -0.457
H -1.717 1.662 0.952
H -0.478 -2.746 0.446
H -1.738 -1.819 -0.386
H -1.472 -1.591 1.355
H 1.934 -1.912 0.079
H 3.129 0.465 -0.483
H 1.210 2.175 -0.531

(8)
23
Properties=species:S:1:pos:R:3 method="wB97M-V/def2-TZVPD" total_charge=-1 fmax_ev_per_a=3.3 lumo_energy_ev="2.34 / 2.46"
C 0.523 -3.258 1.101
C 2.146 1.280 -0.137
C -1.931 1.691 -1.128
C 0.692 0.926 0.289
C -0.813 0.849 -1.849
C 0.119 0.105 -0.881
O 0.569 -3.366 3.854
O -1.270 -2.318 2.572
P 0.315 -2.443 2.719
S 1.816 -3.683 0.262
S -0.951 -1.261 -0.073
H 2.031 1.959 -0.977
H 2.617 1.840 0.629
H 2.636 0.436 -0.581
H -2.494 1.301 -0.194
H -2.773 2.004 -1.723
H -1.563 2.684 -0.697
H 0.659 0.317 1.209
H 0.040 1.830 0.356
H -1.431 0.167 -2.447
H -0.325 1.717 -2.504
H 0.868 -0.526 -1.399
H -1.479 -2.251 1.598

(9)
117
Properties=species:S:1:pos:R:3 method="wB97M-V/def2-TZVPD" total_charge=+1 fmax_ev_per_a=1.3 lumo_energy_ev=-2.08
Ba 1.387 1.165 0.053
C 0.062 -7.515 -0.245
C 0.095 -6.040 0.051
C -1.063 -5.265 -0.034
C -1.035 -3.908 0.237
C 0.169 -3.324 0.606
C 1.337 -4.065 0.683
C 1.290 -5.423 0.407
S 0.253 -1.583 0.944
O -0.334 -0.849 -0.234
C -0.860 -1.507 2.357
C -0.263 -2.049 3.523
C -0.901 -1.975 4.719
C -2.169 -1.347 4.817
C -2.845 -1.244 6.058
C -4.067 -0.641 6.138
C -4.671 -0.113 4.975
C -4.041 -0.194 3.768
C -2.766 -0.808 3.655
C -2.080 -0.884 2.400
C -2.782 -0.318 1.200
C -3.794 -1.111 0.575
C -4.149 -2.395 1.071
C -5.121 -3.136 0.464
C -5.796 -2.639 -0.675
C -5.491 -1.404 -1.163
C -4.495 -0.605 -0.545
C -4.196 0.695 -1.022
C -3.258 1.453 -0.398
C -2.569 0.950 0.734
S -1.333 2.101 1.347
O -0.234 1.334 2.040
C -2.250 2.926 2.620
C -3.121 3.944 2.268
C -3.836 4.584 3.268
C -3.670 4.232 4.606
C -4.445 4.927 5.693
C -2.762 3.223 4.927
C -2.047 2.564 3.942
H -0.897 -7.817 -0.663
H 0.230 -8.094 0.665
H 0.847 -7.787 -0.952
H -2.000 -5.731 -0.318
H -1.931 -3.308 0.157
H 2.272 -3.583 0.941
H 2.199 -6.010 0.460
H 0.715 -2.513 3.453
H -0.447 -2.388 5.610
H -2.375 -1.658 6.941
H -4.578 -0.571 7.089
H -5.641 0.364 5.044
H -4.510 0.227 2.888
H -3.646 -2.783 1.948
H -5.384 -4.108 0.861
H -6.565 -3.237 -1.147
H -6.015 -1.006 -2.024
H -4.726 1.076 -1.887
H -3.012 2.443 -0.766
H -3.232 4.246 1.233
H -4.518 5.383 3.006
H -5.002 5.778 5.303
H -3.779 5.287 6.478
H -5.157 4.242 6.157
H -2.611 2.950 5.965
H -1.330 1.790 4.186
Br 0.064 6.370 0.257
C 1.864 5.871 -0.057
C 2.852 6.865 -0.123
C 4.153 6.534 -0.356
Br 5.446 7.917 -0.458
C 4.535 5.181 -0.513
C 5.856 4.739 -0.756
C 6.119 3.406 -0.874
C 5.063 2.490 -0.733
N 3.821 2.855 -0.515
C 3.532 4.187 -0.423
C 2.136 4.521 -0.224
O 1.243 3.589 -0.207
H 2.571 7.901 0.005
H 6.649 5.470 -0.846
H 7.122 3.047 -1.062
H 5.249 1.423 -0.801
O 2.805 -0.723 -0.908
As 2.626 -0.834 -2.553
C 4.294 -0.430 -3.389
C 4.358 0.147 -4.652
C 5.597 0.434 -5.208
C 6.758 0.139 -4.505
C 6.691 -0.442 -3.244
C 5.455 -0.728 -2.680
C 1.381 0.470 -3.211
C 0.187 0.116 -3.837
C -0.663 1.108 -4.303
C -0.327 2.447 -4.148
C 0.866 2.803 -3.536
C 1.727 1.818 -3.080
C 2.075 -2.577 -3.112
C 2.983 -3.380 -3.796
C 2.602 -4.651 -4.204
C 1.316 -5.104 -3.946
C 0.412 -4.300 -3.263
C 0.790 -3.039 -2.829
H 3.451 0.383 -5.195
H 5.656 0.890 -6.187
H 7.722 0.366 -4.942
H 7.598 -0.671 -2.701
H 5.382 -1.166 -1.692
H -0.081 -0.922 -3.970
H -1.589 0.833 -4.789
H -0.996 3.217 -4.510
H 1.127 3.844 -3.401
H 2.662 2.107 -2.607
H 3.978 -3.015 -4.019
H 3.307 -5.279 -4.733
H 1.014 -6.088 -4.283
H -0.590 -4.656 -3.066
H 0.094 -2.424 -2.272

(10)
10
Properties=species:S:1:pos:R:3 method="wB97M-V/def2-TZVPD" total_charge=-1 fmax_ev_per_a=5.4 lumo_energy_ev=3.46
C -0.742 0.609 0.736
C 0.861 1.074 -0.375
O 2.505 -0.940 0.770
O 1.367 -1.404 -1.377
S 2.245 -0.487 -0.630
Cl -2.054 0.374 -0.267
Cl 1.666 2.410 0.401
H -0.543 -0.283 1.201
H -0.992 1.393 1.588
H 0.496 1.509 -1.354

(11)
45
Properties=species:S:1:pos:R:3 method="wB97M-V/def2-TZVPD" total_charge=+1 multiplicity=3 fmax_ev_per_a=1.7 lumo_energy_ev="-3.51 / -7.32"
Au 0.003 0.109 -0.303
C 1.952 -5.262 -0.494
C 1.264 -5.000 -1.830
N 0.154 -4.055 -1.685
C -1.170 -4.636 -1.426
C -1.939 -4.902 -2.718
C 0.378 -2.756 -1.807
S -1.011 -1.658 -1.680
N 1.563 -2.318 -2.139
C 2.200 -1.189 -1.852
O 1.924 -0.424 -0.876
C 3.369 -0.850 -2.685
C 4.120 0.286 -2.374
C 5.186 0.651 -3.174
C 5.501 -0.107 -4.294
C 4.764 -1.243 -4.604
C 3.702 -1.618 -3.803
H 2.794 -5.935 -0.644
H 1.265 -5.724 0.216
H 2.327 -4.332 -0.067
H 0.852 -5.924 -2.236
H 1.973 -4.594 -2.547
H -1.740 -3.973 -0.777
H -1.007 -5.568 -0.888
H -2.171 -3.966 -3.227
H -2.876 -5.408 -2.492
H -1.359 -5.528 -3.397
H 3.854 0.871 -1.504
H 5.769 1.529 -2.930
H 6.323 0.190 -4.932
H 5.017 -1.834 -5.473
H 3.114 -2.494 -4.037
Br 1.323 -1.875 2.414
C 0.316 -0.382 2.955
C 0.165 -0.054 4.290
C -0.602 1.061 4.604
C -1.209 1.798 3.598
C -1.010 1.382 2.295
N -0.254 0.334 1.997
C -1.702 2.081 1.103
O -2.330 3.086 1.331
O -1.546 1.481 -0.029
H 0.632 -0.658 5.053
H -0.730 1.348 5.639
H -1.823 2.666 3.785

(12)
30
Properties=species:S:1:pos:R:3 method="wB97M-V/def2-TZVPD" total_charge=0 fmax_ev_per_a=1.0 lumo_energy_ev=0.65
C -1.315 -2.340 1.515
C -2.421 -1.296 1.494
C -2.217 -0.215 0.434
C -0.975 0.652 0.683
C -0.767 1.776 -0.328
C -0.740 1.365 -1.798
C 1.960 0.746 -1.543
C 2.557 0.104 -0.531
C 3.852 0.576 0.046
H -0.355 -1.906 1.841
H -1.153 -2.760 0.518
H -1.542 -3.168 2.202
H -2.512 -0.843 2.496
H -3.398 -1.787 1.308
H -2.138 -0.701 -0.512
H -3.094 0.431 0.375
H -0.086 0.009 0.707
H -1.043 1.090 1.693
H -1.585 2.505 -0.253
H 0.158 2.312 -0.092
H -0.534 2.215 -2.424
H -1.695 0.952 -2.104
H 2.426 1.608 -2.018
H 4.611 -0.198 -0.074
H 4.235 1.484 -0.428
H 3.747 0.761 1.117
H 1.288 -1.315 -0.411
O 0.159 -1.196 -1.654
O 2.091 -0.988 0.081
S 0.486 0.130 -2.341